[1]
{
  "formula": "C13H13As4F24HgN2O5",
  "method": "ωB97M-V/def2-TZVPD",
  "spin_multiplicity": 2,
  "homo_energy_ev": [-6.48, -6.48],
  "orbital_gap_ev": [8.71, 7.06],
  "total_charge": -2,
  "species": ["N", "F", "H", "H", "Hg", "H", "C", "F", "As", "F", "C", "F", "H", "F", "As", "C", "C", "F", "F", "H", "F", "F", "F", "F", "F", "C", "H", "H", "H", "N", "O", "C", "F", "H", "C", "O", "F", "F", "C", "H", "C", "O", "H", "O", "F", "F", "F", "C", "H", "F", "F", "F", "C", "F", "As", "H", "O", "C", "C", "F", "F", "As"],
  "positions_angstrom": [[20.3452, -13.9325, 19.4505], [27.1296, -15.8812, 22.4643], [21.8577, -17.6430, 15.6733], [18.1348, -13.6839, 17.8209], [23.0523, -15.2951, 21.6048], [16.9857, -12.3758, 22.4210], [21.0733, -17.6147, 17.6537], [22.3395, -10.3764, 24.0981], [22.9588, -11.7888, 23.2410], [25.3475, -14.7326, 25.3552], [20.3504, -18.1439, 18.7359], [23.5447, -18.6704, 19.7796], [24.7811, -14.7936, 17.8838], [23.8505, -12.4656, 24.6690], [24.2831, -18.9828, 21.4123], [18.6803, -12.9791, 21.1236], [17.9511, -13.4928, 18.8679], [22.8387, -14.8488, 25.8661], [25.5963, -17.8961, 20.9064], [19.3297, -20.0698, 19.2263], [21.9669, -15.2750, 23.4976], [24.7132, -15.2173, 22.9916], [22.8277, -19.9857, 22.0409], [25.0299, -20.4410, 20.7270], [24.3535, -11.0205, 22.6253], [21.0419, -19.5581, 16.3053], [15.3662, -12.6089, 21.0028], [23.1712, -15.4693, 18.2258], [19.8404, -21.1233, 17.0501], [20.1033, -17.2838, 19.9260], [21.1621, -14.0952, 20.3460], [16.3259, -12.7692, 20.5339], [22.0942, -11.1886, 21.7785], [19.4752, -12.9181, 21.8522], [17.3616, -12.6598, 21.4491], [24.4117, -15.1223, 19.8352], [20.4427, -17.1600, 24.3818], [21.5529, -12.7830, 23.6193], [18.9527, -13.4687, 19.8181], [23.5082, -13.8426, 18.4397], [19.9105, -19.4824, 18.5306], [19.0132, -17.3604, 20.4110], [21.2811, -20.1119, 15.4095], [20.9878, -16.6194, 20.4873], [23.4550, -17.4830, 21.9896], [23.3970, -13.1787, 22.3084], [20.3276, -14.8441, 25.4574], [20.2413, -20.1614, 17.3338], [21.3130, -16.5642, 17.5811], [25.0038, -19.2197, 23.0306], [21.2378, -16.7400, 26.8373], [23.0181, -17.1817, 24.8653], [16.6561, -13.1989, 19.2458], [27.7667, -15.0882, 24.9685], [26.2674, -15.2751, 23.9150], [15.9504, -13.4287, 18.4612], [20.6149, -13.9535, 18.2469], [21.4019, -18.2311, 16.4562], [23.9619, -14.8202, 18.6023], [26.5591, -13.6419, 23.3256], [26.0487, -16.9288, 24.4610], [21.6502, -16.0174, 25.1255]]
}


[2]
{
  "formula": "C13H13BrNO6P",
  "method": "ωB97M-V/def2-TZVPD",
  "spin_multiplicity": 1,
  "homo_energy_ev": -8.81,
  "smiles": "O=C1C=CC(=O)c2c1ccc(CCO)c2P(O)Br.C[N+](=O)[O-]",
  "orbital_gap_ev": 7.91,
  "species": ["H", "H", "H", "C", "C", "O", "C", "C", "C", "P", "H", "C", "H", "C", "H", "H", "O", "H", "H", "H", "Br", "H", "C", "O", "O", "O", "C", "C", "N", "O", "C", "H", "C", "C", "H"],
  "positions_angstrom": [[-3.1249, -3.3411, -0.5542], [-2.6619, 0.7753, -2.3684], [4.7905, -1.8658, 1.2772], [-1.3542, 1.7618, -0.9091], [0.6555, -0.1136, 1.6300], [3.1136, -0.7283, 3.1481], [3.0887, -0.5719, 1.9433], [-3.5806, -2.8750, 0.3147], [4.4710, -0.2156, 0.0015], [1.6208, 2.4151, -2.0996], [0.1182, 3.7978, -1.2591], [4.2228, -0.9746, 1.0526], [-4.5613, -3.2935, 0.5101], [1.9403, 0.0750, 1.2210], [-1.9675, 2.3132, -0.1956], [-4.0791, 0.6037, -0.7331], [-3.2358, 0.2587, -0.4335], [-1.5546, -0.2794, -1.4946], [-3.6259, -1.7940, 0.1996], [0.4512, -0.7258, 2.4956], [0.9019, 0.9733, -3.7242], [-1.0960, 2.3297, -1.7947], [3.6536, 1.0127, -0.2467], [-3.1816, -3.7598, 2.4178], [4.1457, 2.0463, -0.6576], [0.6072, 3.7105, -2.0866], [-2.2317, 0.5676, -1.3893], [-0.3525, 0.4633, 0.9312], [-2.7050, -3.1533, 1.4842], [-1.5634, -2.7443, 1.4209], [-0.1479, 1.2281, -0.1776], [-1.3671, 0.2696, 1.2587], [2.1887, 0.8545, 0.1149], [1.1639, 1.4334, -0.5950], [5.2575, -0.4533, -0.7025]]
}


[3]
{
  "formula": "C13H13F3N2OPtSe",
  "method": "ωB97M-V/def2-TZVPD",
  "spin_multiplicity": 1,
  "homo_energy_ev": [-7.97, -7.97],
  "orbital_gap_ev": [6.54, 6.54],
  "species": ["C", "H", "H", "C", "F", "F", "N", "H", "H", "C", "H", "H", "O", "C", "H", "H", "H", "H", "Pt", "C", "F", "H", "C", "C", "H", "C", "H", "C", "C", "C", "C", "N", "C", "Se"],
  "positions_angstrom": [[4.2427, 0.2506, -0.1296], [-0.1201, 0.0186, -1.7074], [2.0421, -3.1526, 1.0313], [-1.1044, -2.1392, 0.3050], [4.7333, 1.0202, -1.1144], [4.8951, 0.5641, 0.9959], [0.9908, -3.7648, -0.6248], [-5.6020, 2.6061, 0.2816], [0.2465, -1.7037, 1.9268], [0.0972, -2.2440, 1.0003], [-2.1342, -2.8245, -1.4554], [-0.5472, 3.2497, -0.3793], [-3.9250, 1.5084, 0.4511], [0.8089, 0.9501, 1.2767], [2.3433, -0.1874, -2.0129], [0.3096, 1.2351, 2.1918], [-2.3080, 3.6647, -0.5036], [2.7945, 1.0853, 2.0619], [-1.9907, 1.1715, 0.3126], [2.7521, 0.4381, 0.0093], [4.5350, -1.0213, -0.4327], [-4.2203, 3.5329, 0.8813], [-4.5220, 2.7413, 0.1804], [2.1863, 0.8498, 1.2014], [-4.3374, 3.0995, -0.8419], [-0.1608, -3.6596, -1.2853], [-0.2404, -4.2379, -2.1999], [0.5689, 0.2687, -0.9133], [1.1007, -3.0598, 0.4986], [-1.2238, -2.8691, -0.8728], [1.9338, 0.1430, -1.0687], [0.0157, 0.6654, 0.2403], [-1.5766, 2.9024, -0.2422], [-2.5838, -1.1015, 0.9380]]
}


[4]
{
  "formula": "C13H13F4NO2",
  "method": "ωB97M-V/def2-TZVPD",
  "spin_multiplicity": 1,
  "homo_energy_ev": -7.95,
  "smiles": "O=C1C(F)=C(F)C([O-])=C(F)[C@@]1(F)[N+]12CCC(CC1)CC2",
  "orbital_gap_ev": 6.47,
  "species": ["F", "C", "H", "F", "H", "C", "H", "O", "F", "C", "H", "H", "H", "H", "O", "H", "H", "F", "H", "H", "C", "H", "C", "C", "C", "C", "C", "C", "C", "C", "H", "N", "C"],
  "positions_angstrom": [[3.4921, 2.0343, 3.0125], [-0.0655, 1.4444, 2.3113], [-1.3113, -2.0305, 0.2875], [-1.2634, -0.6117, 1.9895], [-1.7084, -2.5055, -1.8873], [-1.9834, 0.2453, -1.8710], [1.2878, -0.4101, -2.8270], [1.1506, -1.8945, 1.7770], [-1.2369, 2.0615, 2.4905], [2.3447, 1.3769, 2.6653], [1.6701, -0.1260, -0.5900], [-2.0770, 1.2190, -2.3734], [-1.1043, -0.7685, -3.6262], [-2.9583, -0.2509, -1.9856], [1.1519, 3.4221, 2.7161], [0.8017, 1.4276, -0.6393], [0.0096, -2.5743, -2.2220], [3.4303, -0.6866, 2.8773], [0.4127, 1.1363, -2.8770], [-1.5994, 1.4784, -0.1477], [-0.7731, -1.9350, -1.7848], [-2.4241, -0.0315, 0.2118], [-0.0764, 0.1294, 1.7305], [2.3169, 0.0240, 2.5761], [1.1691, -0.6775, 2.0848], [0.4546, 0.1555, -2.3696], [-1.6607, 0.4305, -0.4063], [1.1242, 2.1765, 2.5739], [0.7315, 0.3607, -0.8748], [-0.4996, -1.6711, -0.3321], [0.3882, -2.1665, 0.0192], [-0.3118, -0.1848, 0.0486], [-0.8823, -0.5975, -2.5576]]
}


[5]
{
  "formula": "C13H13FeN2O9",
  "method": "ωB97M-V/def2-TZVPD",
  "spin_multiplicity": 6,
  "homo_energy_ev": [-9.96, -10.14],
  "orbital_gap_ev": [9.00, 8.72],
  "species": ["C", "O", "C", "N", "H", "H", "O", "O", "O", "C", "H", "O", "O", "H", "O", "C", "H", "O", "H", "C", "Fe", "C", "H", "O", "C", "C", "H", "C", "C", "H", "H", "H", "C", "H", "H", "N", "C", "C"],
  "positions_angstrom": [[4.2256, -2.5277, -1.0395], [-1.9802, 3.6410, -2.1288], [1.7181, -2.4935, -2.2671], [-2.6018, 1.9183, 0.9269], [-0.6102, 3.0347, 3.4456], [0.5560, 1.1295, 2.5046], [6.0843, -4.1704, -2.1114], [4.7553, -4.8442, -3.6642], [-0.2435, -0.8057, -1.1414], [-3.5347, 0.9946, 1.5845], [-3.6080, 3.4914, -0.1116], [-0.8612, 2.0487, -1.0230], [-0.0690, 1.6546, 1.9901], [-2.8315, 3.4285, 2.4057], [1.1265, -0.0618, 0.3765], [2.7137, -3.3095, -2.7751], [5.2063, -2.5663, -0.5907], [-1.8394, -0.6215, 1.2106], [-1.4974, 3.6518, 1.2580], [-1.8962, 2.8217, -1.2522], [-0.8008, 0.6497, 0.2497], [1.9755, -1.7001, -1.1551], [-3.7564, 1.8813, -0.8181], [-3.1314, -0.8716, 3.0255], [-2.8043, -0.2757, 2.0302], [3.9460, -3.3071, -2.1471], [0.7386, -2.4618, -2.7231], [-1.0687, 2.2736, 2.8142], [-2.0394, 2.9136, 1.8517], [3.3977, -1.0844, 0.3186], [-4.0440, 1.4562, 2.4323], [2.5525, -3.9378, -3.6376], [3.2229, -1.7138, -0.5422], [-1.5532, 1.5260, 3.4472], [-4.2912, 0.6817, 0.8644], [5.0151, -4.1773, -2.6849], [-3.0735, 2.5584, -0.3029], [0.9021, -0.8254, -0.6205]]
}


[6]
{
  "formula": "C13H13N3O3S3",
  "method": "ωB97M-V/def2-TZVPD",
  "spin_multiplicity": 1,
  "homo_energy_ev": -8.64,
  "orbital_gap_ev": 8.91,
  "species": ["C", "O", "S", "H", "N", "H", "C", "C", "C", "C", "S", "N", "C", "H", "C", "H", "H", "H", "O", "N", "C", "H", "H", "C", "S", "C", "H", "H", "C", "C", "O", "H", "H", "C", "H"],
  "positions_angstrom": [[1.6990, -0.1779, -2.0999], [-0.0785, 1.9201, 2.3540], [-0.9127, -2.4154, 1.5582], [-1.0878, 2.1082, -0.6159], [-0.3873, 1.9092, 0.0862], [-2.5145, 2.4731, 2.5394], [-0.7566, 2.1064, 1.3777], [-1.3610, -4.0308, 0.8575], [2.8846, 0.1894, -0.0536], [-3.1037, 0.4298, 0.3854], [-4.0011, -0.7478, -0.5601], [-3.0241, -1.9448, -0.0090], [0.6296, 0.5846, -1.6512], [-1.4739, 0.3825, -2.0474], [2.8190, -0.3851, -1.3186], [3.6400, -0.9817, -1.6820], [1.6476, -0.6223, -3.0835], [-1.2930, -3.9802, -0.2241], [4.2677, 0.6104, 1.8430], [-2.1472, -0.1222, 1.0578], [0.7016, 1.1541, -0.3700], [-0.7380, 1.8291, -2.7543], [-2.1206, 3.7857, 1.4070], [1.8265, 0.9602, 0.4175], [-3.4034, 2.1282, 0.3348], [-0.5756, 0.7748, -2.5259], [-0.6514, -4.7479, 1.2556], [-2.3727, -4.2817, 1.1586], [-2.1310, -1.4515, 0.8112], [4.0721, 0.0201, 0.8116], [4.9556, -0.8735, 0.3298], [5.7083, -0.9401, 0.9376], [-0.4429, 0.2462, -3.4662], [-2.1608, 2.7025, 1.5346], [1.8862, 1.3882, 1.4045]]
}


[7]
{
  "formula": "C13H13N3OS",
  "method": "ωB97M-V/def2-TZVPD",
  "spin_multiplicity": 1,
  "homo_energy_ev": -8.36,
  "smiles": "[H]/N=c1/cc(C(C)(C)O)n2c(nc3ccccc32)s1",
  "orbital_gap_ev": 8.29,
  "species": ["C", "H", "C", "H", "N", "H", "N", "C", "C", "S", "C", "C", "O", "H", "C", "H", "H", "H", "H", "H", "C", "C", "C", "C", "H", "C", "C", "H", "H", "N", "H"],
  "positions_angstrom": [[-1.4620, 0.5975, -2.8948], [-2.5245, 0.2871, -2.8861], [1.8358, -0.4721, 1.9920], [-2.9599, 0.6906, -0.6860], [-1.4096, -4.0397, -1.5570], [3.2827, -0.4609, 3.5327], [0.4455, -0.6897, 0.2975], [0.9306, -1.9304, 0.7665], [2.6203, 0.1493, 2.9234], [0.4355, -3.5578, 0.3010], [-2.0616, 1.2979, -0.5929], [-1.0239, -1.7737, -1.2869], [0.1624, 1.6384, -1.5184], [-0.8246, -0.0626, -3.5005], [0.9222, 0.2429, 1.2271], [-1.2554, -4.9816, -1.2167], [-1.5443, 1.6100, -3.3714], [-2.2966, 2.2758, -0.9549], [-1.8150, -1.7885, -2.0147], [0.9220, 1.2571, -1.9225], [-0.7531, -3.1309, -0.8932], [-0.9223, 0.7205, -1.4432], [2.4885, 1.5409, 3.1723], [0.8230, 1.6419, 1.4335], [1.5314, 3.3674, 2.5512], [-0.4374, -0.6044, -0.7933], [1.6100, 2.2766, 2.4251], [3.0872, 2.0819, 3.9213], [0.1914, 2.2353, 0.7938], [1.8155, -1.8251, 1.7145], [-1.8137, 1.4065, 0.4806]]
}


> What is the formula in the sixth record?

C13H13N3O3S3